# 1
{
  "formula": "C5H10NS",
  "method": "ωB97M-V/def2-TZVPD",
  "species": ["C", "C", "C", "C", "C", "N", "S", "H", "H", "H", "H", "H", "H", "H", "H", "H", "H"],
  "xyz": [[1.46, 1.25, -0.16], [-0.45, 0.93, 1.55], [-0.52, -0.21, 0.45], [-1.73, -0.20, -0.35], [1.24, -1.24, -1.15], [0.73, -0.15, -0.26], [0.79, 2.22, 0.98], [2.27, 1.46, -0.84], [-1.47, 1.41, 1.92], [0.16, 0.43, 2.40], [-0.45, -1.04, 1.13], [-1.60, 0.80, -1.00], [-2.62, -0.16, 0.30], [-1.83, -1.08, -1.05], [0.42, -2.10, -1.18], [2.06, -1.48, -0.53], [1.53, -0.85, -2.20]],
  "mulliken_charge": [-0.006, -0.623, -0.044, -1.039, -0.852, 0.133, 0.051, 0.382, 0.391, 0.367, 0.269, 0.270, 0.370, 0.341, 0.305, 0.420, 0.265],
  "lumo_ev": -5.27,
  "e_tot_ev": -17663.309,
  "fmax_ev_per_a": 7.5,
  "gap_ev": 8.475,
  "charge": 1,
  "mol_weight_g_mol": 116.209,
  "e_above_lowest_kj_mol": 290.8,
  "spin_multiplicity": 1
}


# 2
{
  "formula": "C5H10NS",
  "method": "ωB97M-V/def2-TZVPD",
  "species": ["C", "C", "C", "C", "C", "N", "S", "H", "H", "H", "H", "H", "H", "H", "H", "H", "H"],
  "xyz": [[-1.71, 0.96, -0.85], [-1.22, -0.93, 1.00], [0.21, -0.65, 0.58], [0.39, -1.03, -0.92], [1.51, 1.33, 0.24], [0.51, 0.66, 0.86], [-2.57, 0.01, 0.05], [-2.14, 1.64, -1.52], [-1.60, -2.02, 0.80], [-1.14, -0.57, 1.94], [0.88, -1.15, 1.36], [0.21, -2.10, -1.16], [1.41, -0.84, -1.25], [-0.20, -0.39, -1.59], [1.30, 2.50, 0.08], [1.89, 0.97, -0.67], [2.27, 1.60, 1.05]],
  "mulliken_charge": [-0.215, -0.876, 0.255, -1.314, -0.766, -0.198, 0.162, 0.373, 0.442, 0.507, 0.443, 0.370, 0.439, 0.386, 0.296, 0.340, 0.355],
  "lumo_ev": [-5.53, -6.96],
  "e_tot_ev": -17659.094,
  "fmax_ev_per_a": 4.5,
  "gap_ev": [8.739, 6.218],
  "charge": 1,
  "mol_weight_g_mol": 116.209,
  "e_above_lowest_kj_mol": 697.4,
  "spin_multiplicity": 1
}


# 3
{
  "formula": "C5H10NS",
  "method": "ωB97M-V/def2-TZVPD",
  "species": ["C", "C", "C", "C", "C", "N", "S", "H", "H", "H", "H", "H", "H", "H", "H", "H", "H"],
  "xyz": [[-1.18, -0.25, 1.14], [-0.88, 0.07, 2.32], [-0.91, -0.55, -0.17], [2.27, 1.19, -1.17], [-1.56, -1.80, -0.84], [1.54, 1.99, -0.31], [2.14, -0.43, -1.05], [-1.37, 0.60, 3.07], [0.17, -0.08, 2.75], [-0.88, 0.29, -0.94], [2.86, 1.87, -1.93], [-1.12, -2.05, -1.81], [-2.63, -1.71, -1.01], [-1.46, -2.62, -0.18], [1.81, 2.96, -0.06], [1.04, 1.32, 0.24], [0.17, -0.80, -0.04]],
  "mulliken_charge": [-0.207, -0.692, 0.692, 0.250, -1.257, -0.224, 0.122, 0.305, 0.204, 0.468, 0.363, 0.332, 0.357, 0.361, 0.294, 0.096, -0.463],
  "lumo_ev": [-5.42, -8.51],
  "e_tot_ev": -17659.378,
  "fmax_ev_per_a": 5.2,
  "gap_ev": [5.192, 5.036],
  "charge": 1,
  "s2": 2.012,
  "mol_weight_g_mol": 116.209,
  "e_above_lowest_kj_mol": 227.1,
  "spin_multiplicity": 3
}


# 4
{
  "formula": "C5H10O",
  "method": "ωB97M-V/def2-TZVPD",
  "species": ["C", "C", "C", "C", "C", "H", "H", "H", "H", "H", "H", "H", "H", "O", "H", "H"],
  "xyz": [[1.63, -1.87, 0.14], [0.30, -1.68, 0.17], [-0.25, -0.45, 0.80], [-1.19, -0.55, 1.73], [-1.84, 0.69, 2.32], [2.01, -2.87, 0.25], [2.22, -0.99, -0.12], [-0.33, -2.54, 0.05], [-0.07, 0.53, 0.37], [-1.43, -1.54, 2.09], [-2.92, 0.57, 2.19], [-1.58, 1.50, 1.65], [-1.62, 0.83, 3.38], [1.74, 3.21, -4.95], [1.88, 2.67, -5.74], [1.44, 2.52, -4.34]],
  "mulliken_charge": [-0.574, -0.479, -0.204, -0.046, -1.018, 0.252, 0.257, 0.358, 0.250, 0.341, 0.289, 0.292, 0.280, -0.638, 0.320, 0.318],
  "lumo_ev": 0.75,
  "e_tot_ev": -7392.482,
  "fmax_ev_per_a": 2.1,
  "smiles": "C=C/C=C/C.O",
  "gap_ev": 9.405,
  "mol_weight_g_mol": 86.134,
  "e_above_lowest_kj_mol": 220.3,
  "spin_multiplicity": 1
}


# 5
{
  "formula": "C5H10O",
  "method": "ωB97M-V/def2-TZVPD",
  "species": ["C", "C", "C", "C", "O", "C", "H", "H", "H", "H", "H", "H", "H", "H", "H", "H"],
  "xyz": [[0.68, -1.28, 1.11], [0.35, -1.68, -0.12], [0.55, -0.72, -1.25], [-0.56, 0.38, -1.08], [-0.99, 0.58, 0.25], [-0.48, 1.65, 1.01], [1.28, -0.38, 1.23], [0.28, -1.72, 2.01], [-0.33, -2.52, -0.27], [0.44, -1.20, -2.23], [1.56, -0.29, -1.23], [-0.25, 1.33, -1.54], [-1.45, 0.02, -1.61], [0.60, 1.83, 0.89], [-1.02, 2.58, 0.78], [-0.66, 1.41, 2.06]],
  "mulliken_charge": [-0.610, -0.145, -0.643, -0.440, -0.305, -0.805, 0.229, 0.243, 0.284, 0.353, 0.281, 0.325, 0.304, 0.361, 0.310, 0.256],
  "lumo_ev": 1.10,
  "e_tot_ev": -7392.768,
  "fmax_ev_per_a": 0.4,
  "smiles": "C=CCCOC",
  "gap_ev": 10.313,
  "mol_weight_g_mol": 86.134,
  "e_above_lowest_kj_mol": 192.7,
  "spin_multiplicity": 1
}


# 6
{
  "formula": "C5H10O",
  "method": "ωB97M-V/def2-TZVPD",
  "species": ["C", "C", "C", "C", "C", "H", "H", "H", "H", "H", "H", "H", "H", "H", "H", "O"],
  "xyz": [[-1.95, -0.63, -0.19], [-1.02, 0.38, 0.47], [0.05, 1.09, -0.30], [1.01, 0.35, 0.56], [1.93, -0.63, -0.20], [-2.57, 0.00, -0.81], [-1.47, -1.38, -0.83], [-2.48, -1.15, 0.57], [-1.63, 0.99, 1.06], [0.11, 2.23, -0.24], [0.01, 0.81, -1.37], [1.56, 0.97, 1.26], [2.51, -0.11, -1.04], [1.35, -1.46, -0.75], [2.62, -1.14, 0.55], [-0.03, -0.33, 1.27]],
  "mulliken_charge": [-1.398, 0.253, -0.581, 0.301, -1.187, 0.379, 0.278, 0.348, 0.365, 0.285, 0.233, 0.341, 0.309, 0.228, 0.306, -0.461],
  "lumo_ev": 1.13,
  "e_tot_ev": -7393.343,
  "fmax_ev_per_a": 2.9,
  "gap_ev": 10.577,
  "mol_weight_g_mol": 86.134,
  "e_above_lowest_kj_mol": 137.2,
  "spin_multiplicity": 1
}


# 7
{
  "formula": "C5H10O",
  "method": "ωB97M-V/def2-TZVPD",
  "species": ["C", "O", "C", "C", "C", "C", "H", "H", "H", "H", "H", "H", "H", "H", "H", "H"],
  "xyz": [[2.26, 0.11, 0.41], [1.13, -0.70, 0.59], [0.13, -0.49, -0.38], [-0.51, 0.92, -0.43], [-1.84, 0.34, 0.11], [-1.21, -1.08, 0.10], [2.11, 1.11, 0.82], [2.53, 0.21, -0.66], [3.10, -0.36, 0.93], [0.49, -0.86, -1.36], [-0.01, 1.63, 0.24], [-0.57, 1.36, -1.43], [-2.70, 0.47, -0.54], [-2.11, 0.70, 1.11], [-1.11, -1.55, 1.07], [-1.68, -1.79, -0.60]],
  "mulliken_charge": [-0.734, -0.415, 0.424, -0.733, -0.377, -0.856, 0.258, 0.326, 0.249, 0.396, 0.224, 0.253, 0.234, 0.252, 0.261, 0.237],
  "lumo_ev": 1.16,
  "e_tot_ev": -7393.324,
  "fmax_ev_per_a": 0.3,
  "smiles": "COC1CCC1",
  "gap_ev": 10.680,
  "mol_weight_g_mol": 86.134,
  "e_above_lowest_kj_mol": 139.0,
  "spin_multiplicity": 1
}


# 8
{
  "formula": "C5H10O",
  "method": "ωB97M-V/def2-TZVPD",
  "species": ["C", "C", "C", "C", "C", "O", "H", "H", "H", "H", "H", "H", "H", "H", "H", "H"],
  "xyz": [[-0.41, 1.21, -1.29], [-0.12, -0.03, -0.48], [-1.32, -0.85, -0.12], [1.21, -0.42, -0.33], [1.40, -0.82, 1.12], [1.49, -1.77, 0.14], [0.45, 1.88, -1.38], [-1.26, 1.78, -0.91], [-0.68, 0.87, -2.31], [0.36, 1.23, 1.24], [-2.03, -0.30, 0.52], [-1.05, -1.78, 0.38], [-1.85, -1.09, -1.04], [2.02, 0.11, -0.81], [1.03, 1.03, 1.55], [0.52, -1.00, 1.77]],
  "mulliken_charge": [-1.404, 0.504, -1.215, 0.179, -0.563, -0.309, 0.361, 0.347, 0.390, -0.129, 0.308, 0.361, 0.348, 0.338, 0.163, 0.321],
  "lumo_ev": [0.24, 0.13],
  "e_tot_ev": -7388.739,
  "fmax_ev_per_a": 0.9,
  "gap_ev": [8.348, 7.670],
  "mol_weight_g_mol": 86.134,
  "e_above_lowest_kj_mol": 581.5,
  "spin_multiplicity": 1
}


# 9
{
  "formula": "C5H10O",
  "method": "ωB97M-V/def2-TZVPD",
  "species": ["C", "O", "C", "C", "C", "C", "H", "H", "H", "H", "H", "H", "H", "H", "H", "H"],
  "xyz": [[1.56, 0.83, -1.10], [0.30, 1.45, -0.97], [-0.62, 0.50, -0.53], [-1.60, 0.78, 0.54], [-0.40, -0.18, 0.78], [-0.11, -1.68, 0.81], [1.96, 0.53, -0.13], [2.22, 1.55, -1.58], [1.49, -0.08, -1.72], [-1.01, -0.16, -1.31], [-2.65, 0.55, 0.35], [-1.48, 1.73, 1.06], [0.30, 0.38, 1.39], [-0.51, -2.22, 1.67], [0.98, -1.79, 0.83], [-0.43, -2.19, -0.11]],
  "mulliken_charge": [-0.669, -0.389, -0.030, -0.752, -0.018, -1.176, 0.247, 0.246, 0.307, 0.394, 0.275, 0.249, 0.393, 0.334, 0.279, 0.311],
  "lumo_ev": 1.14,
  "e_tot_ev": -7392.835,
  "fmax_ev_per_a": 0.5,
  "smiles": "CO[C@@H]1C[C@H]1C",
  "gap_ev": 10.682,
  "mol_weight_g_mol": 86.134,
  "e_above_lowest_kj_mol": 186.2,
  "spin_multiplicity": 1
}


# 10
{
  "formula": "C5H10O",
  "method": "ωB97M-V/def2-TZVPD",
  "species": ["C", "C", "C", "C", "H", "H", "H", "H", "H", "H", "C", "O", "H", "H", "H", "H"],
  "xyz": [[-1.10, 1.64, -0.03], [-1.17, 0.32, -0.11], [-0.97, -0.89, -0.91], [-1.53, -0.96, 0.51], [-0.73, 2.24, -0.85], [-1.43, 2.16, 0.87], [-1.64, -1.06, -1.75], [0.04, -1.28, -1.06], [-0.87, -1.36, 1.27], [-2.59, -1.17, 0.65], [2.27, -0.08, 0.05], [1.40, 0.02, 1.16], [3.29, 0.21, 0.33], [2.30, -1.11, -0.31], [1.95, 0.55, -0.79], [0.80, 0.76, 1.00]],
  "mulliken_charge": [-0.707, 0.155, -0.431, -0.387, 0.270, 0.301, 0.259, 0.104, 0.202, 0.240, -0.626, -0.497, 0.269, 0.242, 0.284, 0.322],
  "lumo_ev": 1.04,
  "e_tot_ev": -7392.157,
  "fmax_ev_per_a": 0.5,
  "smiles": "C=C1CC1.CO",
  "gap_ev": 10.869,
  "mol_weight_g_mol": 86.134,
  "e_above_lowest_kj_mol": 251.6,
  "spin_multiplicity": 1
}


# 11
{
  "formula": "C5H10O",
  "method": "ωB97M-V/def2-TZVPD",
  "species": ["C", "C", "C", "C", "C", "O", "H", "H", "H", "H", "H", "H", "H", "H", "H", "H"],
  "xyz": [[1.70, -0.06, 0.43], [0.41, -0.75, 0.83], [-0.81, 0.10, 1.08], [-0.77, -0.75, -0.15], [-0.77, 0.10, -1.52], [-0.47, 1.47, -1.38], [2.42, -0.77, -0.01], [1.50, 0.72, -0.31], [2.19, 0.40, 1.29], [0.59, -1.61, 1.49], [-1.51, 0.04, 1.92], [-0.65, 1.21, 0.86], [-1.38, -1.66, -0.29], [-0.04, -0.39, -2.18], [-1.79, -0.02, -1.94], [-0.57, 1.72, -0.40]],
  "mulliken_charge": [-1.335, 0.341, -0.689, -0.212, -0.530, -0.546, 0.317, 0.352, 0.322, 0.344, 0.316, 0.161, 0.365, 0.277, 0.333, 0.184],
  "lumo_ev": 1.09,
  "e_tot_ev": -7392.922,
  "fmax_ev_per_a": 2.5,
  "smiles": "C[C@H]1C[C@H]1CO",
  "gap_ev": 10.968,
  "mol_weight_g_mol": 86.134,
  "e_above_lowest_kj_mol": 177.8,
  "spin_multiplicity": 1
}


# 12
{
  "formula": "C5H10O",
  "method": "ωB97M-V/def2-TZVPD",
  "species": ["C", "C", "C", "C", "C", "O", "H", "H", "H", "H", "H", "H", "H", "H", "H", "H"],
  "xyz": [[1.14, -1.37, 1.28], [0.90, -0.13, 0.43], [-0.41, -0.20, -0.34], [-1.54, 0.75, -0.04], [-0.76, 0.90, -1.30], [0.10, 2.00, -1.38], [1.27, -2.26, 0.64], [0.29, -1.57, 1.95], [2.04, -1.27, 1.89], [0.91, 0.77, 1.06], [1.74, -0.02, -0.28], [-0.71, -1.21, -0.64], [-2.57, 0.40, -0.11], [-1.38, 1.50, 0.73], [-1.26, 0.64, -2.23], [0.88, 1.71, -1.87]],
  "mulliken_charge": [-1.317, -0.285, -0.029, -0.856, -0.105, -0.530, 0.324, 0.331, 0.359, 0.315, 0.254, 0.368, 0.253, 0.263, 0.312, 0.343],
  "lumo_ev": 1.00,
  "e_tot_ev": -7393.605,
  "fmax_ev_per_a": 0.3,
  "smiles": "CC[C@H]1C[C@H]1O",
  "gap_ev": 10.662,
  "mol_weight_g_mol": 86.134,
  "e_above_lowest_kj_mol": 112.0,
  "spin_multiplicity": 1
}